# C19H42NO12P

A 3-piece molecular cluster, C19H42NO12P overall (the ωB97M-V functional and the def2-TZVPD basis, the Open Molecules 2025 dataset).

Calculated values
- relative energy (zero: lowest compared OMol25 entry of this formula, charge and spin) (kcal/mol) = 0.00
- charge = 0
- orbital gap (eV) = 9.7216

Each line ends with the Mulliken charge.
Positions of all 75 atoms, in Å:
C: 1.92 4.79 0.66  -0.7191
C: 2.85 4.87 -0.53  -0.3996
O: 2.67 3.80 -1.44  -0.3868
C: 3.26 2.58 -1.04  -1.1345
C: 2.26 1.46 -1.25  0.5564
C: 2.92 0.10 -1.00  -1.4758
O: 1.94 -0.93 -0.95  0.1648
C: 1.94 -1.71 0.24  0.0621
C: 1.08 -2.97 0.04  -1.2173
C: 1.12 -3.50 -1.39  -0.0933
O: 2.45 -3.61 -1.86  -0.6393
C: 0.16 -2.72 -2.33  -0.3255
N: 0.82 -2.19 -3.52  -0.7284
P: 1.29 -0.85 1.73  0.7772
O: 1.20 -1.73 2.93  -0.7895
O: 1.18 1.63 -0.36  -0.1787
C: -0.09 1.73 -1.00  -0.2096
C: -1.13 2.16 0.03  -1.0831
C: -2.39 1.31 0.01  0.4588
C: -3.43 1.80 1.02  -1.4168
O: -1.96 -0.03 0.28  -0.4689
H: 0.89 4.97 0.36  0.1790
H: 1.97 3.82 1.14  0.1126
H: 2.20 5.55 1.40  0.4265
H: 2.65 5.78 -1.11  0.3449
H: 3.90 4.92 -0.21  0.3259
H: 4.16 2.40 -1.64  0.3168
H: 3.54 2.60 0.02  0.4922
H: 1.91 1.48 -2.29  0.3940
H: 3.52 0.12 -0.08  0.5199
H: 3.60 -0.12 -1.83  0.3164
H: 2.97 -2.00 0.48  0.4755
H: 1.45 -3.73 0.73  0.2946
H: 0.04 -2.78 0.33  0.3499
H: 0.78 -4.54 -1.35  0.5704
H: 2.78 -2.72 -2.05  0.3952
H: -0.34 -1.93 -1.75  -0.0730
H: -0.62 -3.41 -2.67  0.5175
H: 1.45 -1.44 -3.23  0.2268
H: 0.13 -1.73 -4.10  0.2756
H: 2.14 0.26 1.89  -0.0574
H: 0.09 -0.29 1.28  -0.1158
H: -0.35 0.75 -1.41  0.0555
H: -0.02 2.45 -1.82  0.4281
H: -1.41 3.21 -0.12  0.5254
H: -0.69 2.09 1.02  0.3505
H: -2.82 1.34 -1.00  0.3667
H: -3.65 1.00 1.73  0.3490
H: -3.07 2.65 1.59  0.3004
H: -4.37 2.08 0.54  0.3234
H: -2.73 -0.61 0.28  0.2674
C: 3.64 -6.13 0.72  -0.6024
O: 3.77 -7.55 0.63  -0.3348
C: 2.61 -8.19 0.50  0.7996
O: 1.52 -7.68 0.46  -0.5519
O: 2.85 -9.50 0.44  -0.3334
C: 1.68 -10.31 0.30  -0.6241
H: 4.66 -5.75 0.80  0.2977
H: 3.17 -5.73 -0.17  0.2349
H: 3.07 -5.85 1.60  0.3079
H: 1.15 -10.06 -0.62  0.2971
H: 1.02 -10.18 1.15  0.2921
H: 2.04 -11.34 0.26  0.2126
C: -6.84 5.54 -0.66  -0.5987
O: -6.61 6.41 0.45  -0.3219
C: -5.95 5.85 1.46  0.8343
O: -5.54 4.72 1.49  -0.5384
O: -5.81 6.75 2.43  -0.3262
C: -5.10 6.27 3.58  -0.6075
H: -7.39 6.14 -1.39  0.2042
H: -5.89 5.21 -1.08  0.2783
H: -7.43 4.68 -0.36  0.2886
H: -4.09 5.96 3.31  0.2836
H: -5.63 5.43 4.03  0.2887
H: -5.07 7.11 4.27  0.2124

# C19H42NO4Si2

C19H42NO4Si2 as an isolated structure at a distorted geometry (the ωB97M-V functional and the def2-TZVPD basis, the Open Molecules 2025 dataset).

Calculated values
- charge = +1
- orbital gap (eV) = 8.4017

Each line ends with the Mulliken charge.
Positions of all 68 atoms, in Å:
C: -1.53 2.46 5.60  0.5619
C: -2.02 1.38 5.70  -1.0348
Si: -2.80 -0.28 5.87  0.2061
C: -1.70 -1.35 6.96  -0.8957
C: -0.97 -2.43 6.15  -0.2227
C: -0.03 -3.29 7.01  -0.6258
O: -0.44 -4.64 7.10  -0.3980
C: -0.15 -5.39 5.94  -0.7053
O: -2.96 -1.02 4.39  0.0100
Si: -3.24 -0.17 3.00  0.1805
O: -3.93 -1.21 1.90  -0.5479
C: -1.66 0.45 2.23  -0.7529
C: -1.97 1.26 0.93  -0.3037
C: -1.07 2.48 0.74  -0.7790
C: 0.42 2.18 0.77  -0.1623
O: 1.15 3.39 0.97  -0.5359
H: -1.02 3.40 5.56  0.4231
H: -4.12 -0.04 6.47  -0.1540
H: -0.99 -0.70 7.46  0.4388
H: -2.35 -1.84 7.68  0.3890
H: -1.71 -3.09 5.71  0.3070
H: -0.41 -1.97 5.33  0.2315
H: 0.99 -3.24 6.61  0.3305
H: 0.02 -2.90 8.02  0.3576
H: 0.80 -5.92 6.04  0.2734
H: -0.93 -6.14 5.82  0.2400
H: -0.12 -4.77 5.04  0.3171
H: -4.23 0.90 3.21  -0.1554
H: -3.27 -1.86 1.64  0.3262
H: -1.05 -0.42 1.99  0.4234
H: -1.09 1.08 2.91  0.3952
H: -2.99 1.63 1.00  0.4492
H: -1.89 0.58 0.08  0.1168
H: -1.31 3.24 1.47  0.3757
H: -1.29 2.91 -0.24  0.3221
H: 0.69 1.46 1.55  0.4001
H: 0.73 1.74 -0.19  -0.0846
H: 1.90 3.20 1.53  0.3237
C: 3.83 0.51 -7.59  -1.2377
C: 3.82 1.09 -6.17  -0.4133
C: 3.11 0.27 -5.10  -0.5125
N: 1.62 0.48 -4.93  0.1661
C: 1.40 1.79 -4.20  -0.6360
C: -0.05 2.00 -3.81  -0.7987
C: -0.58 0.84 -2.97  0.0609
C: -0.34 -0.49 -3.67  -0.9639
C: 1.11 -0.66 -4.08  -0.6487
C: 0.93 0.49 -6.24  -1.1862
H: 2.88 0.62 -8.11  0.3164
H: 4.57 1.02 -8.19  0.3978
H: 4.08 -0.55 -7.57  0.3157
H: 3.47 2.12 -6.17  0.2334
H: 4.86 1.14 -5.84  0.4140
H: 3.53 0.50 -4.12  0.3568
H: 3.26 -0.80 -5.27  0.4865
H: 2.02 1.74 -3.30  0.4026
H: 1.77 2.58 -4.84  0.3733
H: -0.11 2.93 -3.25  0.4815
H: -0.67 2.15 -4.70  0.3090
H: -1.64 0.98 -2.77  0.3794
H: -0.07 0.84 -2.00  -0.2414
H: -1.00 -0.60 -4.53  0.3301
H: -0.60 -1.32 -3.00  0.4334
H: 1.27 -1.57 -4.65  0.4471
H: 1.75 -0.68 -3.20  0.4530
H: 1.19 -0.42 -6.78  0.3464
H: 1.24 1.37 -6.80  0.3605
H: -0.14 0.53 -6.10  0.5337

# C19H43B2FN2O5

A 3-piece molecular cluster, C19H43B2FN2O5 overall at a distorted geometry (the ωB97M-V functional and the def2-TZVPD basis, the Open Molecules 2025 dataset).

Calculated values
- charge = 0
- orbital gap (eV) = 7.7626

Each line ends with the Mulliken charge.
Positions of all 72 atoms, in Å:
C: 1.48 -3.34 -0.77  -0.5091
C: 0.99 -2.04 -1.69  0.6228
O: 0.92 -2.06 -3.04  -0.5485
O: 0.59 -0.83 -0.93  -0.1628
C: -0.40 -0.07 -1.71  0.3298
O: 0.02 0.84 -2.61  -0.5344
C: -2.05 -0.22 -1.49  0.4600
B: -2.48 -1.61 -0.73  -0.1545
C: -2.88 -1.48 0.90  -0.4539
C: -1.54 -1.98 1.75  0.2220
F: -1.74 -1.87 3.24  -0.3469
C: -2.52 -3.12 -1.36  -0.2219
B: -2.81 -3.22 -2.96  0.4290
O: -2.78 -2.14 -3.96  -0.5070
O: -3.09 -4.60 -3.50  -0.5556
H: 1.77 -4.26 -1.43  0.2897
H: 0.55 -3.60 -0.08  0.0697
H: 2.35 -2.95 -0.07  0.1781
H: -2.33 0.68 -0.75  0.0261
H: -2.66 0.01 -2.48  -0.0829
H: -3.81 -2.17 1.07  0.2474
H: -3.10 -0.34 1.16  0.2347
H: -1.27 -3.11 1.56  0.0906
H: -0.58 -1.36 1.40  0.0049
H: -3.41 -3.69 -0.81  0.2124
H: -1.55 -3.77 -1.09  -0.0214
H: -1.84 -2.06 -4.30  0.3299
H: -2.24 -4.84 -4.01  0.3088
C: -2.59 2.61 -4.20  -1.0730
C: -3.31 3.85 -3.66  -0.4264
N: -3.32 3.94 -2.20  0.2128
C: -4.23 4.97 -1.69  -0.6478
C: -3.92 6.42 -2.03  -0.9725
C: -2.01 3.89 -1.54  0.1021
C: -0.98 4.95 -1.93  -1.2794
H: -3.00 1.69 -3.79  0.0914
H: -2.70 2.57 -5.29  0.4662
H: -1.51 2.64 -3.99  0.2559
H: -4.34 3.79 -4.02  0.4364
H: -2.87 4.74 -4.12  0.2634
H: -4.32 4.87 -0.60  0.3351
H: -5.24 4.74 -2.07  0.4188
H: -3.10 6.81 -1.44  0.2251
H: -4.80 7.04 -1.81  0.4013
H: -3.70 6.56 -3.10  0.2653
H: -1.57 2.91 -1.73  -0.5171
H: -2.15 3.92 -0.45  0.4388
H: -0.93 5.12 -3.00  0.2466
H: 0.01 4.63 -1.60  0.4481
H: -1.18 5.90 -1.43  0.3404
C: 3.18 -0.02 2.60  -1.3034
C: 3.31 -1.02 3.74  -0.4170
N: 3.99 -2.26 3.37  0.2354
C: 3.87 -3.31 4.39  -0.6592
C: 4.52 -3.06 5.74  -0.9689
C: 5.32 -2.12 2.78  -0.7446
C: 6.39 -1.40 3.60  -1.0523
H: 2.67 -0.46 1.73  0.1806
H: 2.58 0.84 2.92  0.4297
H: 4.15 0.37 2.27  0.3474
H: 2.29 -1.26 4.07  0.4807
H: 3.80 -0.52 4.59  0.2217
H: 4.25 -4.26 3.99  0.3406
H: 2.80 -3.50 4.56  0.3809
H: 5.61 -3.17 5.70  0.2167
H: 4.16 -3.79 6.47  0.3986
H: 4.29 -2.07 6.15  0.2666
H: 5.22 -1.60 1.82  0.3241
H: 5.71 -3.11 2.50  0.4387
H: 6.01 -0.49 4.08  0.2511
H: 7.22 -1.10 2.95  0.3751
H: 6.81 -2.05 4.37  0.2690

# C19H43CeN2O2P3

C19H43CeN2O2P3 as an isolated structure at a distorted geometry (the ωB97M-V functional and the def2-TZVPD basis, the Open Molecules 2025 dataset).

Calculated values
- charge = +3
- orbital gap (spin up / spin down) (eV) = 7.1435 / 5.5344
- 2S+1 = 2

Each line ends with the Mulliken spin population.
Positions of all 70 atoms, in Å:
Ce: -2.77 1.48 1.02  0.0701
P: -2.28 -1.40 0.51  0.0011
P: 0.67 -0.37 2.17  0.0037
P: 2.55 -2.24 -2.06  0.6418
H: -2.66 3.48 -0.86  -0.0020
C: -2.48 2.39 -1.01  -0.0283
C: -3.61 1.49 -1.13  -0.0343
H: -4.63 1.89 -0.97  0.0003
C: -3.96 -1.07 1.25  -0.0034
C: -1.72 -2.76 1.63  0.0006
C: -2.79 -2.42 -0.93  -0.0003
C: 2.04 0.84 2.09  0.0010
C: 0.17 -0.04 3.92  0.0000
C: 1.70 -1.85 2.53  -0.0084
C: 1.76 -2.82 -3.58  0.0137
C: 2.35 -3.67 -0.93  0.0706
C: 4.32 -2.18 -2.50  0.0657
H: -1.53 2.13 -1.51  0.0000
H: -3.54 0.57 -1.73  -0.0016
H: -4.52 -0.26 0.73  0.0024
H: -3.88 -0.87 2.33  -0.0003
H: -4.56 -1.97 1.10  0.0000
H: -1.64 -2.40 2.66  -0.0003
H: -0.74 -3.15 1.31  -0.0012
H: -2.45 -3.59 1.59  0.0000
H: -3.35 -1.79 -1.64  0.0000
H: -3.43 -3.25 -0.59  0.0000
H: -1.91 -2.83 -1.44  -0.0001
H: 2.73 0.65 2.92  0.0000
H: 1.68 1.87 2.14  0.0006
H: 2.59 0.71 1.14  -0.0001
H: 1.06 -0.12 4.56  0.0001
H: -0.56 -0.79 4.23  0.0001
H: -0.26 0.96 4.03  -0.0001
H: 2.51 -1.56 3.22  0.0003
H: 2.15 -2.24 1.61  0.0081
H: 1.10 -2.64 2.99  -0.0002
H: 2.06 -3.85 -3.82  0.0202
H: 2.05 -2.12 -4.37  -0.0021
H: 0.68 -2.74 -3.45  0.0014
H: 2.26 -4.61 -1.47  0.0238
H: 1.44 -3.51 -0.33  -0.0107
H: 3.19 -3.72 -0.22  -0.0017
H: 4.54 -2.80 -3.38  0.0244
H: 4.93 -2.48 -1.63  -0.0004
H: 4.55 -1.12 -2.71  0.0065
C: 1.08 0.86 -2.65  -0.0074
C: 2.17 1.73 -2.55  0.0239
C: 2.49 2.50 -3.67  -0.0106
C: 1.70 2.41 -4.83  0.0298
C: 0.52 1.65 -4.83  -0.0152
C: 0.16 0.90 -3.70  0.0291
O: 0.97 -0.25 -1.81  0.1278
H: 1.58 -0.15 -1.07  -0.0363
H: 2.81 1.68 -1.67  0.0001
H: 3.33 3.18 -3.64  -0.0005
H: 2.00 2.96 -5.73  0.0010
H: -0.12 1.64 -5.71  -0.0003
H: -0.75 0.29 -3.66  0.0004
C: -2.68 2.72 3.87  -0.0007
N: -1.38 3.41 3.82  0.0000
C: -0.70 3.50 2.68  -0.0002
N: 0.47 4.19 2.64  -0.0004
O: -1.08 2.90 1.61  -0.0015
H: -2.55 1.63 3.69  0.0001
H: -3.39 3.18 3.15  0.0000
H: -3.08 2.83 4.88  0.0000
H: -1.04 3.96 4.61  0.0000
H: 0.89 4.35 1.73  0.0000
H: 0.81 4.73 3.43  0.0000

# C19H43N8O5

A 5-piece molecular cluster, C19H43N8O5 overall at a distorted geometry (the ωB97M-V functional and the def2-TZVPD basis, the Open Molecules 2025 dataset).

Calculated values
- charge = +1
- orbital gap (eV) = 8.3978

Each line ends with the Mulliken charge.
Positions of all 75 atoms, in Å:
N: -1.50 -4.86 4.16  -0.5260
C: -0.97 -3.92 3.21  0.4349
O: 0.12 -3.40 3.33  -0.5402
C: -1.88 -3.65 2.04  -0.9013
C: -1.43 -2.42 1.25  -0.9661
C: -0.48 -2.71 0.08  0.0769
C: 0.44 -1.52 -0.19  -0.8779
C: 1.69 -1.63 0.67  -0.6164
N: 2.38 -2.90 0.30  -0.0480
C: 1.61 -3.99 0.31  0.1810
N: 2.23 -5.22 0.38  -0.4553
N: 0.27 -3.98 0.26  -0.0661
H: -0.98 -5.73 4.08  0.2934
H: -1.34 -4.48 5.08  0.3292
H: -1.95 -4.56 1.44  0.3324
H: -2.88 -3.47 2.42  0.4062
H: -0.96 -1.71 1.93  0.4213
H: -2.30 -1.92 0.84  0.5088
H: -1.11 -2.84 -0.80  0.4806
H: 0.71 -1.51 -1.24  0.3169
H: -0.10 -0.62 0.05  0.4067
H: 1.40 -1.71 1.72  0.3930
H: 2.35 -0.80 0.49  0.4378
H: 3.16 -3.04 0.95  0.2197
H: 2.82 -5.58 -0.34  0.1975
H: 2.03 -5.79 1.19  0.2039
H: 0.00 -4.69 -0.42  0.3682
C: -2.44 2.09 -1.04  -0.9397
C: -2.45 0.90 -1.97  0.7971
O: -3.06 -0.13 -1.70  -0.7152
N: -1.76 1.01 -3.13  -0.1335
C: -0.99 2.16 -3.60  -0.7245
H: -3.04 1.85 -0.16  -0.0797
H: -1.42 2.31 -0.71  0.3745
H: -2.86 2.97 -1.52  0.4680
H: -1.81 0.19 -3.71  0.2414
H: -1.40 2.51 -4.55  0.2763
H: 0.05 1.86 -3.76  0.2667
H: -1.03 2.97 -2.89  0.2447
C: -0.64 7.41 -2.59  -1.3282
C: -0.58 6.27 -3.58  0.7704
O: -1.13 5.20 -3.38  -0.6093
N: 0.11 6.49 -4.73  -0.1603
C: 0.81 7.69 -5.15  -0.8520
H: -1.22 7.08 -1.73  0.2796
H: 0.36 7.68 -2.25  0.3760
H: -1.12 8.28 -3.02  0.3839
H: 0.11 5.70 -5.36  0.2223
H: 0.39 8.07 -6.08  0.2897
H: 1.87 7.46 -5.31  0.2838
H: 0.74 8.46 -4.39  0.3269
C: 7.33 -3.48 1.90  -1.4081
C: 6.26 -2.78 1.11  0.8295
O: 5.17 -2.50 1.61  -0.6992
N: 6.53 -2.45 -0.17  -0.1296
C: 7.75 -2.70 -0.92  -0.8748
H: 6.96 -3.67 2.90  0.2997
H: 7.58 -4.44 1.44  0.4017
H: 8.23 -2.87 1.97  0.3877
H: 5.78 -1.98 -0.64  0.2186
H: 8.18 -1.76 -1.26  0.3009
H: 7.54 -3.31 -1.80  0.2968
H: 8.49 -3.21 -0.31  0.3346
C: -5.13 2.59 4.03  -1.4136
C: -4.76 2.08 2.67  0.8732
O: -3.91 2.61 1.98  -0.6067
N: -5.42 0.98 2.21  -0.1107
C: -6.45 0.21 2.88  -0.8470
H: -4.52 3.47 4.24  0.3152
H: -6.18 2.88 4.07  0.3633
H: -4.94 1.84 4.80  0.3460
H: -5.13 0.68 1.29  0.1754
H: -6.13 -0.83 3.01  0.2481
H: -7.37 0.22 2.29  0.2953
H: -6.67 0.63 3.86  0.3336

# C19H43OP3PmS2

C19H43OP3PmS2 as an isolated structure at a distorted geometry (the ωB97M-V functional and the def2-TZVPD basis, the Open Molecules 2025 dataset).

Calculated values
- relative energy (zero: lowest compared OMol25 entry of this formula, charge and spin) (kcal/mol) = 0.00
- charge = +3
- orbital gap (spin up / spin down) (eV) = 5.9061 / 6.2120
- 2S+1 = 5

Each line ends with the Mulliken spin population.
Positions of all 69 atoms, in Å:
Pm: 0.26 -0.19 -0.86  4.0479
P: -1.53 2.02 -0.27  -0.0102
P: -2.02 -1.51 0.68  -0.0093
P: 2.08 1.86 -1.72  -0.0120
H: -0.87 -3.29 -1.76  0.0008
C: 0.11 -2.84 -1.89  -0.0019
C: 1.15 -2.86 -0.98  -0.0016
H: 1.16 -3.38 -0.01  0.0006
C: -2.69 2.20 -1.68  -0.0001
C: -2.72 2.19 1.12  -0.0011
C: -0.85 3.73 -0.19  -0.0020
C: -1.88 -3.32 0.95  -0.0022
C: -2.56 -1.10 2.40  0.0002
C: -3.64 -1.40 -0.18  -0.0013
C: 3.60 1.04 -2.34  -0.0009
C: 2.85 3.27 -0.85  -0.0003
C: 1.48 2.75 -3.22  -0.0005
H: 0.28 -2.42 -2.89  -0.0008
H: 2.13 -2.50 -1.31  -0.0016
H: -3.33 3.08 -1.51  -0.0001
H: -3.32 1.29 -1.75  0.0001
H: -2.12 2.32 -2.61  -0.0001
H: -3.18 3.19 1.09  0.0002
H: -2.22 2.07 2.08  0.0000
H: -3.53 1.45 1.05  0.0000
H: -1.68 4.43 0.01  -0.0001
H: -0.37 4.01 -1.13  0.0003
H: -0.11 3.82 0.62  0.0001
H: -2.88 -3.77 0.91  -0.0002
H: -1.44 -3.49 1.94  -0.0001
H: -1.23 -3.76 0.19  0.0001
H: -3.47 -1.66 2.63  -0.0003
H: -2.76 -0.03 2.52  0.0002
H: -1.77 -1.39 3.11  0.0001
H: -4.34 -2.10 0.30  0.0002
H: -3.49 -1.69 -1.23  0.0002
H: -4.03 -0.38 -0.15  0.0001
H: 4.02 1.55 -3.21  -0.0003
H: 3.40 0.00 -2.62  0.0001
H: 4.36 1.02 -1.54  0.0000
H: 3.46 3.88 -1.53  -0.0006
H: 3.51 2.91 -0.05  0.0001
H: 2.09 3.92 -0.40  0.0002
H: 2.32 3.13 -3.82  0.0001
H: 0.84 3.59 -2.94  -0.0001
H: 0.86 2.10 -3.84  0.0002
C: 1.58 -1.19 -6.09  -0.0007
C: 1.08 -0.55 -7.25  0.0000
C: 1.30 -1.09 -8.52  0.0000
C: 2.05 -2.26 -8.68  -0.0001
C: 2.56 -2.91 -7.55  0.0000
C: 2.34 -2.38 -6.28  -0.0001
S: 1.48 -0.44 -4.47  0.0009
H: 0.16 -0.59 -3.87  0.0017
H: 0.55 0.37 -7.13  0.0000
H: 0.90 -0.58 -9.41  0.0000
H: 2.22 -2.68 -9.67  0.0000
H: 3.15 -3.83 -7.66  0.0000
H: 2.78 -2.84 -5.40  0.0000
C: 1.95 -0.76 3.67  -0.0001
S: 0.66 0.15 2.79  -0.0021
C: 1.26 1.79 3.25  0.0000
O: 1.00 0.07 1.24  -0.0031
H: 1.70 -0.59 4.73  -0.0001
H: 2.95 -0.38 3.44  0.0000
H: 1.87 -1.83 3.45  0.0000
H: 2.31 1.89 2.95  0.0000
H: 0.65 2.55 2.75  0.0000
H: 1.13 1.85 4.34  0.0000